[1]
Entry from the Open Molecules 2025 dataset: one molecule with the formula C10H11Br (wB97M-V/def2-TZVPD).

HOMO level (alpha / beta) in eV: -4.497 / -8.559
Gap between HOMO and LUMO (alpha / beta) in eV: 5.26 / 5.11
M in g mol⁻¹: 211.102
Spin multiplicity: 3
Largest force on an atom in hartree/bohr: 0.076
Calculated total energy in eV: -80583.4795

Each line ends with the Mulliken spin population.
Geometry (Å):
C 1.78 1.15 0.80  0.13
C 1.75 0.42 -0.34  0.32
C 0.02 1.02 -1.58  0.03
C -0.44 2.09 -0.92  0.06
C 0.46 1.12 1.46  0.04
C 0.33 -0.11 -0.56  0.03
C -0.57 1.81 0.53  0.61
C -0.51 0.27 0.72  0.06
C 0.11 -1.47 -1.15  0.02
C -1.45 -0.70 1.40  0.01
Br -2.11 2.99 1.21  0.65
H 2.54 1.72 1.18  0.01
H 2.50 0.33 -1.14  0.02
H 0.11 0.85 -2.65  0.01
H -0.93 3.01 -1.26  0.00
H 0.38 1.26 2.46  0.00
H -0.96 -1.59 -1.14  0.00
H 0.73 -2.30 -0.67  0.00
H 0.51 -1.44 -2.21  0.00
H -2.35 -0.84 0.80  0.00
H -1.70 -0.36 2.35  0.00
H -0.98 -1.66 1.55  0.00

[2]
Entry from the Open Molecules 2025 dataset: an isolated ion of composition C10H11Br2N2 and charge +1 (wB97M-V/def2-TZVPD).

HOMO level in eV: -11.328
Gap between HOMO and LUMO in eV: 6.91
Structure (SMILES): N[C@@H]1C(Br)=c2ccccc2=C(Br)[C@H]1[NH3+]
Net charge: +1
M in g mol⁻¹: 319.020
Spin multiplicity: 1
Largest force on an atom in hartree/bohr: 0.093
Calculated total energy in eV: -153604.8265

Each line ends with the Mulliken charge.
Geometry (Å):
N 0.56 -1.89 2.14  -0.62
C 0.14 -0.52 1.68  -0.47
C -1.09 -0.53 0.77  -0.07
Br -2.49 -1.45 1.71  -0.12
C -1.26 0.01 -0.43  1.67
C -2.54 0.04 -1.09  -1.42
C -2.72 0.68 -2.28  -0.50
C -1.62 1.21 -3.03  -0.55
C -0.43 1.20 -2.51  -0.69
C -0.16 0.70 -1.12  1.21
C 1.04 0.57 -0.54  -0.82
Br 2.72 1.06 -1.43  -0.08
C 1.30 0.05 0.82  -0.16
N 1.89 1.23 1.66  -0.21
H 0.10 -2.20 3.07  0.33
H 0.50 -2.60 1.48  0.23
H -0.02 0.09 2.55  0.45
H -3.42 -0.26 -0.55  0.31
H -3.70 0.79 -2.83  0.31
H -1.80 1.47 -4.08  0.40
H 0.48 1.72 -2.90  0.23
H 2.08 -0.75 0.86  0.46
H 1.07 1.49 2.30  0.39
H 2.13 2.00 1.03  0.39
H 2.72 0.86 2.02  0.33

[3]
Entry from the Open Molecules 2025 dataset: a 2-piece molecular cluster, C10H11BrClN2O overall (wB97M-V/def2-TZVPD).

HOMO level (alpha / beta) in eV: -10.989 / -11.079
Gap between HOMO and LUMO (alpha / beta) in eV: 6.50 / 6.48
Net charge: +1
Energy above the lowest of the compared OMol25 structures with the same formula, charge and spin in eV: 0.000
M in g mol⁻¹: 290.568
Spin multiplicity: 1
Largest force on an atom in hartree/bohr: 0.025
Calculated total energy in eV: -98130.3275

Each line ends with the Mulliken charge.
Geometry (Å):
C -0.06 0.65 -2.89  -0.43
C 2.23 0.62 -2.10  -0.33
C 0.35 1.28 -4.04  -0.80
C 2.64 1.24 -3.25  -0.84
C 0.87 0.31 -1.89  0.58
C 1.70 1.58 -4.23  0.38
C 0.45 -0.37 -0.71  0.34
C 0.43 -1.28 1.30  -0.33
C -2.10 -0.02 3.03  -0.86
C -0.82 0.66 2.82  -0.32
N -0.76 -1.00 -0.55  -0.05
N 1.15 -0.56 0.41  0.13
O -0.73 -1.69 0.69  -0.29
Cl 2.22 2.36 -5.67  -0.15
Br -0.65 1.94 1.46  -0.09
H -1.11 0.45 -2.74  0.46
H 2.97 0.35 -1.36  0.35
H -0.36 1.55 -4.80  0.43
H 3.68 1.46 -3.41  0.43
H 0.82 -1.87 2.10  0.46
H -2.45 -0.50 2.11  0.29
H -2.88 0.69 3.33  0.33
H -2.01 -0.77 3.81  0.30
H -0.08 0.75 3.60  0.48
H -1.17 -1.57 -1.28  0.31
H 2.04 -0.12 0.62  0.24

[4]
Entry from the Open Molecules 2025 dataset: C10H11CeClF5OTl as an isolated structure (wB97M-V/def2-TZVPD).

HOMO level (alpha / beta) in eV: -3.825 / -3.822
Gap between HOMO and LUMO (alpha / beta) in eV: 6.15 / 4.65
Net charge: -1
M in g mol⁻¹: 622.139
Spin multiplicity: 2
Largest force on an atom in hartree/bohr: 0.043
Calculated total energy in eV: -56322.9656

Each line ends with the Mulliken spin population.
Geometry (Å):
Tl -1.12 1.67 1.14  0.44
Cl 0.04 2.60 -1.22  0.04
C -2.46 -0.19 1.40  0.54
H -2.10 -0.74 2.27  -0.02
H -2.39 -0.78 0.47  0.01
H -3.47 0.22 1.57  -0.02
Ce 0.61 0.23 -3.02  -0.01
C 2.72 0.79 -3.80  0.00
C -0.64 0.05 -4.97  0.00
C 0.69 -1.79 -2.19  0.01
H -0.90 -1.02 -5.01  0.00
H -1.55 0.68 -4.90  0.00
H -0.01 0.34 -5.83  0.00
H 3.38 -0.07 -3.57  0.00
H 2.66 0.97 -4.89  0.00
H 3.04 1.69 -3.26  0.00
H -0.10 -2.52 -2.43  0.00
H 1.52 -2.12 -1.53  0.00
F 0.11 -0.47 7.06  0.00
C 0.40 -0.27 5.77  0.00
C 1.05 0.90 5.39  0.00
F 1.43 1.81 6.32  0.00
C 1.31 1.14 4.04  0.03
F 1.86 2.31 3.65  0.01
C 0.91 0.19 3.04  -0.02
O 0.94 0.50 1.79  0.00
C 0.40 -1.06 3.50  0.00
F 0.18 -2.04 2.60  0.00
C 0.06 -1.24 4.83  0.00
F -0.59 -2.36 5.21  0.00

[5]
Entry from the Open Molecules 2025 dataset: one molecule with the formula C10H11Cl2NO2 (wB97M-V/def2-TZVPD).

HOMO level (alpha / beta) in eV: -8.335 / -8.336
Gap between HOMO and LUMO (alpha / beta) in eV: 7.62 / 7.62
Structure (SMILES): CC/C(Cl)=[N+](/[O-])O[C@H]1C=CC=C/C1=C\Cl
Energy above the lowest of the compared OMol25 structures with the same formula, charge and spin in eV: 7.078
M in g mol⁻¹: 248.109
Spin multiplicity: 1
Largest force on an atom in hartree/bohr: 0.096
Calculated total energy in eV: -41172.1980

Each line ends with the Mulliken charge.
Geometry (Å):
C 2.97 -1.03 1.17  -1.43
C 1.60 -0.61 0.58  -0.01
C 0.99 0.37 1.46  -0.26
Cl 1.13 0.32 3.19  -0.12
N 0.66 1.57 1.02  0.79
O 0.35 2.56 1.70  -0.70
O 0.33 1.65 -0.35  -0.43
C -1.08 1.28 -0.52  0.65
C -1.30 1.45 -1.97  -1.01
C -1.36 0.36 -2.77  -0.21
C -1.12 -0.98 -2.23  -0.92
C -1.34 -1.13 -0.91  -0.20
C -1.45 -0.10 -0.03  0.17
C -1.69 -0.26 1.31  -0.29
Cl -2.16 -1.72 1.95  -0.16
H 2.95 -1.99 1.71  0.35
H 3.68 -1.16 0.34  0.34
H 3.31 -0.38 1.86  0.45
H 1.02 -1.54 0.58  0.11
H 1.53 -0.18 -0.35  0.52
H -1.63 2.00 0.08  0.48
H -1.79 2.42 -2.38  0.25
H -1.51 0.47 -3.82  0.45
H -1.04 -1.72 -3.09  0.31
H -1.47 -2.15 -0.48  0.31
H -1.60 0.50 1.95  0.56

[6]
Entry from the Open Molecules 2025 dataset: one molecule with the formula C10H11ClIN3 (wB97M-V/def2-TZVPD).

HOMO level in eV: -9.387
Gap between HOMO and LUMO in eV: 9.46
Structure (SMILES): Cl[C@H]1C=Cn2c(CC3CC3)nnc2[C@@H]1I
Energy above the lowest of the compared OMol25 structures with the same formula, charge and spin in eV: 0.255
M in g mol⁻¹: 335.576
Spin multiplicity: 1
Largest force on an atom in hartree/bohr: 0.108
Calculated total energy in eV: -35638.6031

Each line ends with the Mulliken charge.
Geometry (Å):
Cl -2.71 -2.32 -1.50  -0.16
C -3.48 -0.96 -0.71  -0.11
C -2.78 -0.97 0.66  -0.57
C -1.59 -0.47 0.91  -0.13
N -0.95 0.18 -0.13  0.13
C 0.30 0.71 -0.16  0.50
C 1.39 0.49 0.91  -0.58
C 2.69 0.64 0.39  -0.34
C 3.98 0.29 1.11  -0.59
C 3.53 -0.61 0.04  -0.62
N 0.48 1.27 -1.36  -0.45
N -0.67 1.16 -2.08  -0.64
C -1.51 0.59 -1.34  0.39
C -3.14 0.26 -1.51  -1.07
I -4.27 1.96 -0.82  0.10
H -4.48 -1.11 -0.60  0.63
H -3.27 -1.54 1.57  0.23
H -1.09 -0.64 1.77  0.51
H 1.06 1.08 1.87  0.32
H 1.32 -0.56 1.21  0.29
H 2.78 1.53 -0.19  0.50
H 3.82 0.04 2.09  0.32
H 4.67 1.11 0.88  0.25
H 4.05 -0.53 -0.90  0.27
H 3.21 -1.70 0.40  0.19
H -3.34 0.11 -2.51  0.63

[7]
Entry from the Open Molecules 2025 dataset: one molecule with the formula C10H11ClO2Si (wB97M-V/def2-TZVPD).

HOMO level in eV: -8.875
Gap between HOMO and LUMO in eV: 9.68
Structure (SMILES): C[Si](CCl)(c1ccco1)c1ccco1
Energy above the lowest of the compared OMol25 structures with the same formula, charge and spin in eV: 0.000
M in g mol⁻¹: 226.735
Spin multiplicity: 1
Largest force on an atom in hartree/bohr: 0.090
Calculated total energy in eV: -35041.2225

Each line ends with the Mulliken charge.
Geometry (Å):
C 2.69 0.41 -0.49  -1.35
Si 0.63 0.43 0.06  0.20
C 0.52 2.10 1.00  -0.56
Cl 0.76 3.75 0.12  -0.22
C 0.01 -0.85 1.32  0.14
C -0.02 -2.18 1.38  -0.14
C -0.68 -2.48 2.66  -0.48
C -0.86 -1.31 3.26  -0.56
O -0.46 -0.29 2.46  -0.25
C -0.56 0.27 -1.36  0.12
C -0.71 1.19 -2.40  -0.02
C -1.53 0.54 -3.40  -0.77
C -1.90 -0.60 -2.84  -0.14
O -1.29 -0.82 -1.65  -0.23
H 3.21 1.18 0.04  0.38
H 3.06 -0.50 -0.15  0.43
H 2.87 0.50 -1.50  0.39
H 1.32 1.97 1.78  0.32
H -0.42 2.43 1.61  0.32
H 0.33 -2.82 0.58  0.44
H -0.96 -3.43 3.08  0.38
H -1.13 -1.15 4.24  0.51
H -0.19 2.12 -2.49  0.42
H -2.05 1.03 -4.18  0.37
H -2.62 -1.50 -3.12  0.29

[8]
Entry from the Open Molecules 2025 dataset: C10H11F3Li2NO5 as an isolated structure (wB97M-V/def2-TZVPD).

HOMO level in eV: -2.063
Gap between HOMO and LUMO in eV: 2.69
Net charge: -1
Energy above the lowest of the compared OMol25 structures with the same formula, charge and spin in eV: 10.474
M in g mol⁻¹: 296.076
Spin multiplicity: 1
Largest force on an atom in hartree/bohr: 0.164
Calculated total energy in eV: -30831.5042

Each line ends with the Mulliken charge.
Geometry (Å):
Li -3.86 -5.15 -2.31  0.47
Li -1.10 -0.84 -2.30  0.83
C -0.08 -4.45 -5.33  0.66
O -0.47 -5.34 -4.51  -0.68
O 0.64 -4.73 -6.30  -0.68
O -0.40 -3.31 -5.23  -0.64
C -3.28 -0.78 2.12  0.12
O -1.81 -0.76 2.30  -0.19
O -3.53 -1.60 0.98  -0.89
C -4.31 -0.77 3.42  0.65
F -4.07 -1.59 4.44  -0.28
F -4.29 0.33 4.08  -0.30
F -5.59 -0.85 3.12  -0.28
C -1.36 -1.55 3.34  0.01
C 0.17 -1.30 3.25  -1.34
H 0.73 -1.87 3.98  0.38
H 0.60 -1.54 2.27  0.31
H 0.48 -0.27 3.38  0.31
H -1.58 -2.62 3.31  0.29
H -1.63 -1.18 4.33  0.20
H -3.51 0.25 1.85  0.07
N 2.25 2.54 -2.04  -0.53
C 3.26 2.64 -3.00  -0.18
C 4.30 3.62 -2.87  -0.39
C 4.34 4.38 -1.69  -0.20
C 3.35 4.26 -0.72  -0.29
C 2.32 3.42 -0.99  -0.11
H 3.22 2.05 -3.90  0.36
H 5.07 3.69 -3.62  0.35
H 5.15 5.03 -1.39  0.34
H 3.26 4.90 0.14  0.34
H 1.71 3.39 -0.10  0.30

[9]
Entry from the Open Molecules 2025 dataset: C10H11F4N2Se4V as an isolated structure (wB97M-V/def2-TZVPD).

HOMO level (alpha / beta) in eV: -3.442 / -4.215
Gap between HOMO and LUMO (alpha / beta) in eV: 6.16 / 6.89
Net charge: -1
M in g mol⁻¹: 601.988
Spin multiplicity: 4
Largest force on an atom in hartree/bohr: 0.010
Calculated total energy in eV: -311475.0831

Each line ends with the Mulliken spin population.
Geometry (Å):
V 0.44 0.02 -0.55  2.96
C -2.01 -1.61 -1.58  0.00
N -0.90 -1.77 -0.64  -0.09
C -0.15 -2.99 -0.96  0.01
C -1.42 -1.85 0.74  0.01
C -0.31 -1.71 1.80  0.01
N 0.81 -0.93 1.30  -0.02
C 1.92 -0.86 2.05  0.05
C 3.10 -0.32 1.48  -0.04
F 3.04 0.08 0.19  -0.02
C 4.29 -0.20 2.15  0.00
F 5.35 0.32 1.49  0.00
C 4.45 -0.62 3.46  0.02
C 3.32 -1.16 4.05  -0.01
F 3.38 -1.58 5.33  0.00
C 2.11 -1.28 3.39  0.02
F 1.08 -1.79 4.12  0.00
H -2.71 -2.45 -1.50  0.00
H -1.61 -1.54 -2.59  0.00
H -2.53 -0.67 -1.36  0.02
H -0.79 -3.87 -0.89  0.00
H 0.68 -3.09 -0.26  0.01
H 0.26 -2.91 -1.97  0.01
H -1.91 -2.82 0.88  0.01
H -2.16 -1.06 0.84  -0.01
H 0.02 -2.71 2.11  -0.01
H -0.78 -1.26 2.68  0.01
H 5.39 -0.52 3.98  0.00
Se 1.14 0.00 -3.06  0.02
Se 1.24 2.09 -1.94  0.00
Se -0.94 2.90 -1.56  0.04
Se -1.36 1.67 0.42  0.00

[10]
Entry from the Open Molecules 2025 dataset: a 2-piece molecular cluster, C10H11FN2 overall (wB97M-V/def2-TZVPD).

HOMO level in eV: -7.835
Gap between HOMO and LUMO in eV: 8.03
Energy above the lowest of the compared OMol25 structures with the same formula, charge and spin in eV: 2.605
M in g mol⁻¹: 178.210
Spin multiplicity: 1
Largest force on an atom in hartree/bohr: 0.093
Calculated total energy in eV: -16242.7714

Each line ends with the Mulliken charge.
Geometry (Å):
C -1.04 -2.33 -0.29  0.30
C 2.90 0.90 -0.44  -0.64
C 2.94 -0.43 0.09  -0.39
C 1.78 1.61 -0.39  -0.67
C 1.87 -0.95 0.79  -0.54
C 0.64 1.14 0.25  -0.62
C 0.68 -0.10 0.82  1.00
C -2.60 1.01 -1.01  -0.62
C -1.83 -1.22 -0.11  -0.36
C -0.48 -0.55 1.48  -0.69
N -0.30 -3.18 -0.55  -0.54
N -1.78 -0.23 -1.08  -0.21
F -1.33 0.49 2.00  -0.35
H 3.78 1.23 -0.95  0.39
H 3.90 -1.06 0.18  0.26
H 1.63 2.58 -0.76  0.44
H 1.83 -1.87 1.43  0.33
H -0.19 1.79 0.44  0.65
H -3.38 0.70 -0.29  0.26
H -1.98 1.85 -0.65  0.20
H -2.97 1.38 -1.99  0.29
H -2.75 -1.42 0.38  0.41
H -0.43 -1.27 2.19  0.77
H -0.88 -0.07 -1.54  0.33

Copy entry 9 word for word.
Entry from the Open Molecules 2025 dataset: C10H11F4N2Se4V as an isolated structure (wB97M-V/def2-TZVPD).

HOMO level (alpha / beta) in eV: -3.442 / -4.215
Gap between HOMO and LUMO (alpha / beta) in eV: 6.16 / 6.89
Net charge: -1
M in g mol⁻¹: 601.988
Spin multiplicity: 4
Largest force on an atom in hartree/bohr: 0.010
Calculated total energy in eV: -311475.0831

Each line ends with the Mulliken spin population.
Geometry (Å):
V 0.44 0.02 -0.55  2.96
C -2.01 -1.61 -1.58  0.00
N -0.90 -1.77 -0.64  -0.09
C -0.15 -2.99 -0.96  0.01
C -1.42 -1.85 0.74  0.01
C -0.31 -1.71 1.80  0.01
N 0.81 -0.93 1.30  -0.02
C 1.92 -0.86 2.05  0.05
C 3.10 -0.32 1.48  -0.04
F 3.04 0.08 0.19  -0.02
C 4.29 -0.20 2.15  0.00
F 5.35 0.32 1.49  0.00
C 4.45 -0.62 3.46  0.02
C 3.32 -1.16 4.05  -0.01
F 3.38 -1.58 5.33  0.00
C 2.11 -1.28 3.39  0.02
F 1.08 -1.79 4.12  0.00
H -2.71 -2.45 -1.50  0.00
H -1.61 -1.54 -2.59  0.00
H -2.53 -0.67 -1.36  0.02
H -0.79 -3.87 -0.89  0.00
H 0.68 -3.09 -0.26  0.01
H 0.26 -2.91 -1.97  0.01
H -1.91 -2.82 0.88  0.01
H -2.16 -1.06 0.84  -0.01
H 0.02 -2.71 2.11  -0.01
H -0.78 -1.26 2.68  0.01
H 5.39 -0.52 3.98  0.00
Se 1.14 0.00 -3.06  0.02
Se 1.24 2.09 -1.94  0.00
Se -0.94 2.90 -1.56  0.04
Se -1.36 1.67 0.42  0.00

M of number 9 (C10H11F4N2Se4V)? 601.988 g mol⁻¹